ORCA calculation (wB97M-V/def2-TZVPD) on C30H34CaN7O10S as an isolated structure.

Element x y z (Å)
Ca (12.101, -15.229, 11.472)
C (15.172, -14.869, 14.742)
C (13.771, -15.343, 14.242)
O (13.448, -14.941, 13.036)
C (13.046, -16.143, 15.122)
C (11.629, -16.211, 14.832)
C (10.694, -15.025, 15.003)
N (11.134, -17.267, 14.230)
N (11.770, -18.379, 14.058)
C (12.229, -18.533, 12.774)
O (12.416, -17.585, 11.932)
C (12.652, -19.914, 12.515)
C (12.262, -20.785, 13.573)
C (12.439, -22.129, 13.431)
C (13.132, -22.630, 12.319)
C (13.592, -21.757, 11.354)
C (13.367, -20.387, 11.457)
H (15.937, -15.662, 14.685)
H (15.066, -14.592, 15.814)
H (15.443, -13.985, 14.139)
H (13.540, -16.727, 15.906)
H (9.722, -15.438, 15.387)
H (10.511, -14.467, 14.072)
H (11.142, -14.298, 15.726)
H (11.813, -20.376, 14.501)
H (12.008, -22.829, 14.151)
H (13.335, -23.691, 12.233)
H (14.141, -22.149, 10.484)
H (13.733, -19.725, 10.643)
O (12.517, -12.986, 10.483)
C (12.000, -11.874, 10.557)
C (10.808, -11.455, 11.211)
C (10.410, -10.086, 11.109)
C (9.415, -9.604, 11.950)
C (8.649, -10.528, 12.713)
C (8.943, -11.842, 12.807)
C (10.013, -12.447, 12.069)
O (10.232, -13.703, 12.182)
N (9.081, -8.255, 12.133)
O (8.080, -8.039, 12.895)
O (9.684, -7.354, 11.552)
H (12.506, -11.010, 10.084)
H (10.968, -9.418, 10.417)
H (7.824, -10.036, 13.312)
H (8.349, -12.540, 13.395)
C (17.498, -19.911, 10.524)
C (17.824, -18.480, 10.188)
S (18.065, -18.057, 8.444)
O (16.764, -18.227, 7.844)
O (19.250, -18.694, 7.932)
C (18.368, -16.255, 8.375)
C (17.356, -15.285, 7.729)
N (15.939, -15.405, 8.250)
C (15.422, -14.947, 9.434)
N (14.169, -15.455, 9.659)
C (13.824, -16.098, 8.530)
C (14.878, -16.093, 7.606)
N (14.842, -16.349, 6.223)
O (13.945, -17.129, 5.819)
O (15.681, -15.760, 5.485)
C (16.138, -14.012, 10.310)
H (17.466, -20.074, 11.617)
H (18.216, -20.591, 10.066)
H (16.524, -20.219, 10.141)
H (18.766, -18.175, 10.732)
H (16.967, -17.843, 10.462)
H (19.278, -16.235, 7.736)
H (18.695, -15.879, 9.347)
H (17.280, -15.490, 6.663)
H (17.710, -14.231, 7.832)
H (12.876, -16.557, 8.329)
H (16.082, -12.980, 9.892)
H (17.218, -14.269, 10.381)
H (15.624, -13.952, 11.284)
C (6.890, -15.908, 8.683)
C (7.969, -17.005, 8.616)
C (9.208, -16.532, 9.264)
N (10.213, -16.245, 9.762)
H (5.991, -16.222, 8.155)
H (7.228, -14.997, 8.163)
H (6.645, -15.611, 9.734)
H (8.193, -17.267, 7.569)
H (7.633, -17.951, 9.088)

maximum force: 5.1 eV/A
DFT total energy: -3374.98077 hartree
net charge: -1



ORCA calculation (wB97M-V/def2-TZVPD) on C30H34F10GaNO5SSi as an isolated structure.

Element x y z (Å)
Ga (-1.861, -0.610, 0.008)
O (-4.256, -1.856, 0.061)
C (-4.240, -2.739, -1.039)
C (-2.864, -3.335, -1.135)
C (-2.708, -4.642, -1.556)
C (-1.435, -5.168, -1.690)
C (-0.348, -4.362, -1.406)
C (-0.571, -3.062, -0.997)
N (-1.808, -2.553, -0.862)
H (-4.925, -1.176, -0.062)
H (-4.453, -2.219, -1.980)
H (-4.974, -3.537, -0.911)
H (-3.584, -5.242, -1.764)
H (-1.297, -6.196, -2.000)
H (0.666, -4.725, -1.490)
H (0.249, -2.402, -0.759)
F (-3.388, 6.277, -0.272)
C (-3.301, 4.977, -0.545)
C (-2.543, 4.141, 0.252)
F (-1.885, 4.633, 1.302)
C (-2.462, 2.795, -0.048)
F (-1.691, 2.037, 0.749)
C (-3.117, 2.222, -1.128)
S (-3.080, 0.525, -1.582)
C (-3.870, 3.095, -1.910)
F (-4.532, 2.626, -2.973)
C (-3.969, 4.444, -1.631)
F (-4.706, 5.238, -2.409)
C (3.878, -2.957, 0.311)
C (3.519, -1.785, -0.591)
C (4.562, -0.679, -0.453)
C (3.414, -2.234, -2.045)
O (2.225, -1.345, -0.161)
Si (1.453, 0.100, -0.313)
O (-0.103, -0.264, -0.190)
O (1.899, 1.208, 0.795)
C (1.894, 1.242, 2.229)
C (0.956, 2.370, 2.643)
C (1.417, -0.082, 2.815)
C (3.318, 1.541, 2.677)
O (1.901, 0.674, -1.771)
C (1.726, 1.896, -2.495)
C (0.246, 2.094, -2.782)
C (2.505, 1.720, -3.790)
C (2.280, 3.068, -1.693)
H (4.859, -3.357, 0.050)
H (3.135, -3.752, 0.211)
H (3.896, -2.636, 1.354)
H (5.551, -1.065, -0.704)
H (4.586, -0.306, 0.573)
H (4.329, 0.155, -1.117)
H (4.388, -2.557, -2.419)
H (3.053, -1.408, -2.659)
H (2.713, -3.068, -2.135)
H (-0.079, 2.105, 2.423)
H (1.203, 3.280, 2.094)
H (1.047, 2.568, 3.713)
H (0.410, -0.300, 2.459)
H (1.398, -0.024, 3.905)
H (2.073, -0.902, 2.515)
H (3.672, 2.459, 2.204)
H (3.984, 0.725, 2.393)
H (3.362, 1.661, 3.761)
H (-0.167, 1.219, -3.286)
H (0.089, 2.975, -3.408)
H (-0.294, 2.231, -1.845)
H (2.078, 0.905, -4.378)
H (3.547, 1.478, -3.570)
H (2.476, 2.635, -4.385)
H (1.701, 3.216, -0.781)
H (2.242, 3.982, -2.290)
H (3.316, 2.876, -1.405)
F (-3.977, 0.871, 1.922)
C (-3.247, -0.035, 2.599)
C (-2.325, -0.817, 1.936)
C (-1.663, -1.759, 2.701)
F (-0.743, -2.564, 2.134)
C (-1.874, -1.909, 4.058)
F (-1.204, -2.821, 4.767)
C (-2.792, -1.089, 4.687)
F (-3.008, -1.212, 5.995)
C (-3.488, -0.145, 3.956)
F (-4.385, 0.633, 4.564)

maximum force: 0.2 eV/A
DFT total energy: -5205.92028 hartree